# 1
C10H26FN2NbO3 | ωB97M-V/def2-TZVPD

- Kohn-Sham gap (eV) = 6.91

Each line ends with the natural charge from an NBO analysis.
Cartesian coordinates (Å):
O1 7.49208 -0.13467 -3.01084  -0.53
C1 6.70269 -1.02153 -3.07843  0.98
F1 7.01348 -2.18122 -3.68373  -0.33
N1 5.37634 -1.08072 -2.59298  -0.74
C2 4.35710 -0.51584 -3.39541  0.32
O2 4.62335 -0.10545 -4.51383  -0.59
Nb1 2.13523 -0.38490 -2.88374  1.48
H1 5.31119 -0.78198 -1.62683  0.41
H2 2.21809 -2.23799 -3.03297  -0.45
H3 2.57944 -0.27991 -1.09095  -0.37
H4 2.16177 1.47468 -2.74252  -0.45
H5 1.10988 -0.08307 -4.37482  -0.35
H6 0.55494 -0.63192 -1.98637  -0.38
C3 -1.54138 -1.74365 -0.08045  -0.66
C4 -1.95254 -0.29325 0.01573  -0.20
N2 -2.72554 0.09632 1.27901  -0.21
C5 -4.00475 -0.67943 1.27939  -0.41
C6 -3.13202 1.55026 1.18000  -0.20
C7 -2.03705 2.60279 1.17847  -0.64
C8 -2.04191 -0.24696 2.58624  -0.23
C9 -0.63345 0.27226 2.83597  -0.07
O3 0.17334 -0.19880 1.81024  -0.57
C10 1.21858 0.64606 1.33105  -0.25
H7 -2.39426 -2.42139 -0.13034  0.20
H8 -0.97821 -1.84435 -1.00896  0.29
H9 -0.87851 -2.03868 0.72876  0.24
H10 -2.62985 -0.03780 -0.80113  0.21
H11 -1.08748 0.35449 -0.05384  0.25
H12 -4.53123 -0.48783 0.34781  0.23
H13 -4.61201 -0.35924 2.12295  0.22
H14 -3.78448 -1.73730 1.37016  0.24
H15 -3.82671 1.72274 2.00286  0.21
H16 -3.69570 1.60728 0.24953  0.22
H17 -1.69365 2.84818 2.17938  0.22
H18 -2.46954 3.51231 0.76262  0.25
H19 -1.18100 2.33801 0.56114  0.24
H20 -2.02321 -1.33497 2.61252  0.23
H21 -2.70879 0.10629 3.37560  0.22
H22 -0.34165 -0.12956 3.81649  0.19
H23 -0.59325 1.36060 2.91507  0.18
H24 1.54406 1.38139 2.06979  0.17
H25 0.87670 1.11917 0.40728  0.19
H26 2.04991 -0.00047 1.07010  0.23

# 2
H5P3S | ωB97M-V/def2-TZVPD

- structure (SMILES) = P=[PH2][PH2]=S
- Kohn-Sham gap (eV) = 7.59
- ΔE to the lowest compared entry with this formula, charge and spin (kJ/mol) = 117.8

Each line ends with the natural charge from an NBO analysis.
Cartesian coordinates (Å):
P1 0.45550 0.80596 0.62166  0.33
P2 -1.45708 -0.16874 -0.31479  0.52
P3 2.21771 0.95099 -0.54578  -0.30
S1 -3.11122 0.16672 0.57417  -0.56
H1 0.61794 0.01648 1.77374  0.00
H2 -0.11814 1.91154 1.20211  0.03
H3 -1.54788 -1.54009 -0.43039  0.02
H4 -1.42836 0.25312 -1.66638  -0.01
H5 1.81184 -0.43675 -0.74404  -0.03

# 3
C20H28NO3Pt | ωB97M-V/def2-TZVPD

- spin multiplicity = 5
- total charge = +1
- Kohn-Sham gap (alpha / beta) (eV) = 5.98 / 4.16
- ΔE to the lowest compared entry with this formula, charge and spin (kJ/mol) = 0.0

Each line ends with the Löwdin spin population.
Cartesian coordinates (Å):
O1 -0.57616 -0.45226 -1.51087  0.00
C1 0.75585 0.18392 -1.36743  0.01
C2 0.23439 1.55762 -1.79328  0.00
H1 1.47900 -0.31887 -2.01014  0.00
H2 1.11770 0.19483 -0.32034  0.00
C3 -1.14442 0.88389 -1.55722  0.00
H3 0.48823 1.78398 -2.84455  0.00
H4 0.53738 2.36118 -1.12063  0.00
C4 -2.19584 1.02171 -2.62113  0.00
H5 -1.84205 0.61438 -3.57464  0.00
H6 -2.43834 2.08154 -2.74266  0.00
H7 -3.09573 0.46411 -2.33747  0.00
C5 -1.65982 1.34545 -0.20109  0.01
H8 -1.01500 0.94335 0.60023  0.01
H9 -2.69067 1.00523 -0.03300  0.00
H10 -1.64035 2.44502 -0.14242  0.00
Pt1 0.24940 0.47763 3.06459  0.94
C6 1.51172 1.93585 4.12830  0.16
C7 2.21128 0.65810 3.91712  0.17
C8 2.51574 0.57668 2.49227  0.19
H11 2.48171 -0.06282 4.68341  0.01
C9 2.11886 1.81154 1.87626  0.33
C10 1.46049 2.61584 2.84958  0.25
H12 1.05557 3.61679 2.69597  0.01
H13 1.20628 2.31480 5.09896  0.00
H14 3.07894 -0.23538 2.03231  0.01
H15 2.33250 2.09333 0.84213  0.01
C11 -1.52853 -1.13557 4.88349  0.12
C12 -1.41908 0.21177 4.15148  0.32
C13 -1.67906 -0.03439 2.72140  0.26
H16 -1.73664 1.12997 4.64981  0.01
C14 -1.69151 -1.50507 2.54272  0.47
C15 -1.51531 -2.12658 3.74704  0.58
H17 -1.50745 -3.19974 3.96023  0.02
H18 -2.43537 -1.24771 5.49608  0.03
H19 -2.21843 0.69534 2.10427  0.01
H20 -1.82732 -1.96940 1.56612  0.02
O2 0.44511 -0.98139 -3.68588  0.00
C16 0.01305 -0.51761 -4.97843  0.00
C17 0.57680 -1.43639 -6.06708  0.00
H21 0.35996 0.52115 -5.07533  0.00
H22 -1.08605 -0.50820 -5.01057  0.00
C18 1.47544 -2.44849 -5.31553  0.00
H23 1.12252 -0.87038 -6.82692  0.00
H24 -0.26641 -1.95667 -6.53831  0.00
C19 1.14689 -2.23034 -3.83484  0.00
H25 2.53047 -2.21615 -5.49574  0.00
H26 1.27695 -3.47385 -5.64305  0.00
H27 2.05211 -2.17159 -3.21991  0.00
H28 0.51158 -3.03885 -3.44274  0.00
O3 0.92983 0.36002 6.98153  0.00
C20 0.29258 -0.44444 6.38243  0.01
N1 -0.35875 -1.32290 5.84347  0.06

# 4
C2H7NS2 | ωB97M-V/def2-TZVPD

- structure (SMILES) = C=CN.SS
- Kohn-Sham gap (eV) = 8.11
- ΔE to the lowest compared entry with this formula, charge and spin (kJ/mol) = 178.5

Each line ends with the natural charge from an NBO analysis.
Cartesian coordinates (Å):
S1 -0.99595 -1.23480 1.56256  -0.15
S2 0.08344 -1.32874 3.35116  -0.13
H1 -1.61000 -2.42601 1.60032  0.14
H2 0.54425 -0.08196 3.19461  0.14
C1 1.09245 1.32770 -0.61781  -0.59
C2 0.18414 0.93276 -1.52731  0.05
N1 -0.37448 -0.29834 -1.77956  -0.83
H3 1.72492 0.58082 -0.13938  0.18
H4 0.90876 2.16181 0.04198  0.22
H5 -0.29457 1.72419 -2.09935  0.18
H6 0.04876 -1.15323 -1.47215  0.40
H7 -1.31172 -0.20419 -2.11506  0.40

# 5
C3H5F2N | ωB97M-V/def2-TZVPD

- spin multiplicity = 3
- Kohn-Sham gap (alpha / beta) (eV) = 7.86 / 10.95
- ΔE to the lowest compared entry with this formula, charge and spin (kJ/mol) = 0.0

Each line ends with the Löwdin spin population.
Cartesian coordinates (Å):
C1 -1.12182 -0.11355 0.03473  0.17
C2 -0.89373 -1.34114 -0.67800  0.65
C3 -0.17896 1.07558 -0.43200  0.64
N1 1.15342 1.09466 -0.07966  0.20
F1 -1.66156 -1.68136 -1.74759  0.16
F2 -0.14670 1.39881 -1.79488  0.09
H1 -2.11456 0.24169 -0.04108  0.01
H2 -0.81514 -0.27071 1.15337  0.02
H3 0.03302 -1.90812 -0.80241  0.03
H4 1.75184 1.01706 -0.99144  0.02
H5 1.39240 0.66408 0.76622  0.01

# 6
C27H57O27S7V | ωB97M-V/def2-TZVPD

- Kohn-Sham gap (eV) = 2.67

Each line ends with the Löwdin charge.
Cartesian coordinates (Å):
O1 1.50836 6.19147 6.39174  -0.38
V1 2.01547 6.75580 4.93343  1.09
O2 0.93408 7.72949 4.42611  -0.33
C1 2.80625 0.80474 0.76360  -0.09
C2 1.47449 1.57934 0.64917  -0.58
C3 0.32704 0.64464 0.50201  -0.09
O3 1.38017 2.27979 1.86043  -0.16
H1 3.67399 1.46046 0.83539  0.06
H2 3.09508 0.22961 -0.11611  0.06
H3 2.90513 0.11615 1.60274  0.07
H4 1.51047 2.27422 -0.18985  0.13
H5 0.02728 0.14423 1.42280  0.08
H6 0.62900 -0.03481 -0.29501  0.07
H7 -0.57393 1.06266 0.05301  0.07
C4 -1.32048 7.11952 -4.19097  -0.20
C5 -1.68004 7.78339 -2.87459  -0.22
O4 -2.72606 8.64188 -3.21491  -0.18
S1 -2.28256 9.49548 -4.49079  0.72
O5 -1.41097 10.61321 -4.09155  -0.25
O6 -3.39534 9.73040 -5.39045  -0.23
O7 -1.38920 8.21418 -5.02944  -0.19
H8 -2.04706 6.31994 -4.33541  0.13
H9 -0.31887 6.68973 -4.20268  0.14
H10 -0.80699 8.27584 -2.44635  0.13
H11 -1.88632 7.04994 -2.09511  0.14
C6 0.95182 -4.56849 5.61231  -0.17
C7 1.14078 -3.33548 6.51589  -0.20
O8 0.29467 -3.66550 7.53894  -0.20
S2 0.34595 -5.22379 8.02241  0.77
O9 -0.90432 -5.66807 8.63702  -0.23
O10 1.63928 -5.57432 8.65237  -0.26
O11 0.36839 -5.60127 6.39203  -0.23
H12 1.90613 -5.00999 5.32513  0.13
H13 0.26510 -4.52051 4.76718  0.13
H14 0.82996 -2.45067 5.96037  0.14
H15 2.20086 -3.23013 6.74658  0.13
C8 -7.82635 -0.55243 -5.56243  -0.24
C9 -6.66381 -0.19356 -4.63247  -0.16
O12 -5.62246 0.25501 -5.49045  -0.20
S3 -6.18197 0.64641 -6.92361  0.71
O13 -5.21230 0.45857 -7.95829  -0.21
O14 -6.76334 2.00880 -6.82877  -0.26
O15 -7.36063 -0.52342 -6.84647  -0.16
H16 -8.67937 0.09350 -5.35450  0.13
H17 -8.04557 -1.56198 -5.21477  0.13
H18 -6.37528 -1.11112 -4.11969  0.13
H19 -6.83573 0.64235 -3.95439  0.14
O16 5.87285 0.70199 -7.35974  -0.30
S4 6.49002 1.94585 -6.88374  0.66
O17 5.86243 2.84650 -5.94988  -0.30
O18 7.96651 1.57953 -6.29409  -0.30
C10 8.30808 1.91498 -4.89955  -0.22
C11 9.20872 0.72350 -4.33173  -0.05
C12 7.19150 2.89906 -8.34019  -0.10
H20 7.46596 2.09696 -4.23185  0.10
H21 8.83522 2.86596 -4.82303  0.11
H22 10.14511 0.68034 -4.88798  0.07
H23 8.63880 -0.20461 -4.28801  0.08
H24 9.54707 1.08119 -3.35927  0.07
H25 6.34492 3.02383 -9.01534  0.06
H26 7.83246 2.14511 -8.79715  0.05
H27 7.85470 3.72708 -8.08993  0.07
O19 -0.58311 -5.83252 -3.28445  -0.28
S5 -0.76773 -6.15120 -4.66852  0.71
O20 0.12204 -7.10003 -5.42277  -0.32
O21 -2.40113 -6.45008 -4.96882  -0.28
C13 -2.84663 -7.05131 -6.13500  -0.32
C14 -4.35456 -6.73512 -6.31531  -0.05
C15 -0.73256 -4.53934 -5.60658  -0.10
H28 -2.69968 -8.11815 -5.96664  0.12
H29 -2.38258 -6.70962 -7.06021  0.12
H30 -4.89130 -6.80065 -5.36890  0.08
H31 -4.78998 -7.38387 -7.07536  0.08
H32 -4.38717 -5.73534 -6.74830  0.07
H33 0.28950 -4.17643 -5.49789  0.06
H34 -1.25918 -3.82999 -4.96815  0.06
H35 -1.15523 -4.65839 -6.60421  0.06
O22 -7.93289 -3.74214 1.40139  -0.30
S6 -7.74807 -4.46812 2.64259  0.65
O23 -8.74905 -4.51284 3.68502  -0.27
O24 -6.98782 -5.93285 2.46960  -0.29
C16 -5.83177 -6.01256 1.56058  -0.26
C17 -5.69104 -7.48972 1.26392  -0.08
C18 -6.29667 -3.67818 3.32219  -0.15
H36 -4.87936 -5.76875 2.03131  0.12
H37 -6.03595 -5.45127 0.64878  0.12
H38 -5.74716 -8.10250 2.16362  0.08
H39 -4.72230 -7.66878 0.79747  0.08
H40 -6.52476 -7.86839 0.67261  0.08
H41 -5.50948 -3.48282 2.59399  0.07
H42 -5.90126 -4.27613 4.14330  0.07
H43 -6.69933 -2.78143 3.79315  0.07
O25 10.34426 3.26035 3.93378  -0.33
S7 9.40961 2.91147 5.04541  0.72
O26 8.07150 3.45912 5.25613  -0.30
O27 9.45433 1.25910 5.29916  -0.25
C19 10.68471 0.66397 5.44249  -0.32
C20 10.82073 -0.73800 4.76095  -0.05
C21 10.33927 3.51696 6.50719  -0.12
H44 10.94034 0.52337 6.49272  0.12
H45 11.39270 1.26142 4.86811  0.11
H46 10.90821 -0.61837 3.68107  0.07
H47 9.97860 -1.42045 4.87571  0.07
H48 11.65079 -1.35604 5.10320  0.07
H49 9.75111 3.18904 7.36431  0.07
H50 10.44833 4.60021 6.45441  0.07
H51 11.34991 3.11055 6.46784  0.06
C22 -7.34213 4.26106 4.62678  -0.11
C23 -8.09436 4.47196 5.77879  -0.07
C24 -7.45803 4.24070 7.03033  -0.09
C25 -6.14907 3.79342 7.12593  -0.11
C26 -5.42245 3.63909 5.96683  -0.09
C27 -6.04944 3.90280 4.76071  -0.13
H52 -7.68057 4.47381 3.62350  0.10
H53 -9.17015 4.54723 5.83710  0.10
H54 -7.95875 4.36347 7.97934  0.09
H55 -5.76239 3.52100 8.09684  0.10
H56 -4.39273 3.32420 6.05009  0.10
H57 -5.45327 3.83454 3.86276  0.10

# 7
C5H11NO | ωB97M-V/def2-TZVPD

- Kohn-Sham gap (alpha / beta) (eV) = 8.09 / 8.09
- ΔE to the lowest compared entry with this formula, charge and spin (kJ/mol) = 549.4

Each line ends with the natural charge from an NBO analysis.
Cartesian coordinates (Å):
C1 -1.83388 -0.72475 -2.14258  -0.25
O1 -0.85742 -1.19273 -1.24286  -0.51
C2 -0.01460 -0.17641 -0.82599  0.04
C3 -0.34349 0.83780 0.32138  -0.27
N1 0.91418 0.51284 0.80517  -0.24
C4 1.64974 1.05965 1.92725  -0.42
C5 1.17764 -0.52157 0.01670  -0.08
H1 -2.44740 -1.58134 -2.42954  0.19
H2 -1.36625 -0.30153 -3.04680  0.16
H3 -2.47705 0.04219 -1.68567  0.17
H4 0.33288 0.43334 -1.68131  0.19
H5 -0.56061 1.90241 0.18216  0.17
H6 -0.95918 -0.94638 1.46135  0.01
H7 1.27537 0.60802 2.85459  0.22
H8 1.49754 2.14377 1.95888  0.22
H9 2.71266 0.83391 1.80027  0.22
H10 -0.57121 -1.59244 1.54791  -0.05
H11 1.87110 -1.33679 0.17910  0.21